Entry 1:
Computed, not measured: the molecule C5H12O, with the ωB97M-V functional and the def2-TZVPD basis.

Last column: Mulliken charge in e.
Positions of all 18 atoms, in Å:
C -2.48 0.31 -1.59  -1.1929
C -1.14 0.82 -1.09  -0.2498
C -0.59 -0.03 0.04  -0.5134
O 0.71 0.42 0.36  -0.3258
C 1.32 -0.26 1.44  -0.2754
C 2.75 -0.60 1.07  -1.1308
H -2.87 0.94 -2.40  0.3455
H -3.23 0.30 -0.79  0.3139
H -2.40 -0.71 -1.98  0.3173
H -1.23 1.86 -0.74  0.2591
H -0.40 0.82 -1.90  0.2756
H -1.26 0.04 0.92  0.2932
H -0.56 -1.09 -0.26  0.3339
H 0.76 -1.17 1.68  0.3422
H 1.29 0.39 2.34  0.2743
H 3.27 -1.05 1.91  0.3707
H 3.29 0.31 0.77  0.2792
H 2.77 -1.29 0.22  0.2830

## Properties
- SMILES = CCCOCC
- max |F| (Eh/bohr) = 0.006



Entry 2:
Computed, not measured: the molecule C5H12O, with the ωB97M-V functional and the def2-TZVPD basis.

Last column: Mulliken charge in e.
Positions of all 18 atoms, in Å:
C 2.02 0.04 0.16  -1.2310
C 0.71 0.34 0.89  -0.5809
C -0.57 -0.36 0.40  0.8844
C -1.77 0.56 0.62  -1.6096
C -0.55 -0.85 -1.05  -1.0194
O -0.59 0.20 -2.00  -0.5471
H 1.94 0.19 -0.92  0.2596
H 2.37 -0.99 0.32  0.3018
H 2.81 0.71 0.51  0.3837
H 0.85 0.11 1.95  0.3389
H 0.55 1.43 0.84  0.3168
H -0.72 -1.28 1.00  0.2239
H -1.63 1.49 0.05  0.3604
H -2.71 0.11 0.26  0.3949
H -1.89 0.82 1.67  0.3858
H -1.45 -1.45 -1.23  0.4463
H 0.32 -1.51 -1.23  0.3693
H 0.31 0.44 -2.24  0.3223

## Properties
- SMILES = CC[C@@H](C)CO
- max |F| (Eh/bohr) = 0.009



Entry 3:
Computed, not measured: the molecule C5H12O, with the ωB97M-V functional and the def2-TZVPD basis.

Last column: Mulliken charge in e.
Positions of all 18 atoms, in Å:
C 0.22 2.20 -1.01  -1.2186
C 0.90 0.97 -0.42  -0.6183
C 0.02 -0.26 -0.18  0.4995
C 0.91 -1.51 0.02  -1.3629
O -0.80 0.03 0.94  -0.3470
C -1.65 -1.03 1.30  -0.7528
H -0.21 2.00 -2.00  0.3184
H -0.57 2.59 -0.37  0.2897
H 0.97 3.00 -1.15  0.3518
H 1.33 1.22 0.56  0.3121
H 1.72 0.66 -1.07  0.3486
H -0.64 -0.44 -1.05  0.2556
H 1.29 -1.83 -0.95  0.3723
H 0.41 -2.37 0.46  0.4170
H 1.76 -1.27 0.67  0.2905
H -2.38 -1.29 0.51  0.2995
H -1.08 -1.94 1.52  0.2723
H -2.18 -0.74 2.21  0.2724

## Properties
- SMILES = CC[C@@H](C)OC
- max |F| (Eh/bohr) = 0.009



Entry 4:
Computed, not measured: the molecule C5H12O, with the ωB97M-V functional and the def2-TZVPD basis.

Last column: Mulliken charge in e.
Positions of all 18 atoms, in Å:
C 1.45 1.06 -0.80  -1.4002
C 0.17 0.90 0.03  0.8111
C 0.39 1.33 1.47  -1.5660
C -0.38 -0.53 -0.05  -0.7093
C -0.91 -0.92 -1.42  -0.5082
O -1.95 -1.87 -1.24  -0.5055
H 1.31 0.74 -1.84  0.3557
H 2.26 0.45 -0.37  0.3304
H 1.78 2.10 -0.80  0.3863
H -0.60 1.56 -0.40  0.1797
H 1.18 0.72 1.95  0.3269
H -0.52 1.21 2.07  0.3792
H 0.70 2.38 1.53  0.4002
H 0.39 -1.25 0.28  0.2883
H -1.22 -0.63 0.65  0.3353
H -0.11 -1.33 -2.05  0.2577
H -1.29 -0.02 -1.93  0.3326
H -2.34 -2.05 -2.11  0.3056

## Properties
- SMILES = CC(C)CCO
- max |F| (Eh/bohr) = 0.009



no.,HOMO energy (eV)
1,-9.64
2,-10.11
3,-9.75
4,-10.25